{"formula": "C2H3NOS2", "method": "ωB97M-V/def2-TZVPD", "symbols": ["H", "H", "C", "C", "O", "H", "S", "N", "S"], "coordinates": [[2.2965, 0.7496, 0.5990], [-1.0383, -0.9813, 0.8698], [1.5177, 0.2711, 0.0165], [-1.6726, -0.7936, -0.0129], [-2.6806, -1.4077, -0.2525], [0.3487, 1.8182, 0.4760], [-1.0255, 0.5827, -1.0052], [0.3499, 0.9306, -0.0030], [1.9042, -1.1697, -0.6877]], "lowdin_charge": [0.056, 0.086, -0.799, -0.550, -0.007, 0.091, 0.941, -0.411, 0.594], "fmax_ev_per_a": 1.901, "molar_mass_g_mol": 121.19, "smiles": "O=CSNC=S", "total_charge": 0, "relative_energy_kcal_mol": 25.0}

{"formula": "C2H3NOS2", "method": "ωB97M-V/def2-TZVPD", "symbols": ["O", "H", "H", "H", "C", "S", "S", "N", "C"], "coordinates": [[1.2349, -0.0749, 1.3773], [0.0093, -2.2722, 1.1685], [0.1888, 2.7986, -1.2214], [-0.9859, -1.7220, -0.1581], [0.3680, -0.3610, 0.5820], [0.7953, 2.1349, -0.2319], [-1.2513, 0.3972, -1.5711], [-0.2604, -1.5649, 0.5105], [-0.0987, 0.6643, -0.4560]], "lowdin_charge": [0.023, 0.114, -0.115, 0.046, -0.648, 0.840, 0.693, 0.150, -1.102], "fmax_ev_per_a": 0.991, "molar_mass_g_mol": 121.19, "smiles": "NC(=O)C(=S)S", "total_charge": 0, "relative_energy_kcal_mol": 0.0}

{"formula": "C2H3NOS2", "method": "ωB97M-V/def2-TZVPD", "symbols": ["S", "S", "H", "N", "H", "C", "C", "O", "H"], "coordinates": [[-0.0932, 1.2577, 2.2414], [0.9549, -1.9978, 1.2906], [1.0503, -1.4118, -0.9107], [-0.1725, 0.0209, -0.1877], [-1.1509, -0.3298, -1.6829], [0.6566, -1.1010, 0.0053], [-0.2884, 1.1611, 0.6840], [-0.4270, 0.3824, -1.4898], [-0.5299, 2.0183, 0.0498]], "lowdin_charge": [0.714, 0.693, 0.039, -0.280, 0.174, -0.693, -0.689, -0.030, 0.072], "fmax_ev_per_a": 3.570, "molar_mass_g_mol": 121.19, "smiles": "ON(C=S)C=S", "total_charge": 0, "relative_energy_kcal_mol": 73.3}

Copy entry 3 word for word.
{"formula": "C2H3NOS2", "method": "ωB97M-V/def2-TZVPD", "symbols": ["S", "S", "H", "N", "H", "C", "C", "O", "H"], "coordinates": [[-0.0932, 1.2577, 2.2414], [0.9549, -1.9978, 1.2906], [1.0503, -1.4118, -0.9107], [-0.1725, 0.0209, -0.1877], [-1.1509, -0.3298, -1.6829], [0.6566, -1.1010, 0.0053], [-0.2884, 1.1611, 0.6840], [-0.4270, 0.3824, -1.4898], [-0.5299, 2.0183, 0.0498]], "lowdin_charge": [0.714, 0.693, 0.039, -0.280, 0.174, -0.693, -0.689, -0.030, 0.072], "fmax_ev_per_a": 3.570, "molar_mass_g_mol": 121.19, "smiles": "ON(C=S)C=S", "total_charge": 0, "relative_energy_kcal_mol": 73.3}

Number 2 is which compound? C2H3NOS2